[1]
C9H17NS2 as an isolated structure at a distorted geometry. Source: OMol25; level of theory: ωB97M-V with the def2-TZVPD basis set.

Geometry (Å):
S 1.32507 -1.79619 -1.63312
S 0.23204 0.52328 0.20321
N 1.12452 -3.19129 1.53624
C -2.09147 3.98537 0.51056
C -2.52969 0.64727 -0.48274
C -3.69746 0.01907 -0.37304
C 1.91428 -1.33957 0.02180
C 2.25426 -2.46566 0.98206
C 2.84491 -0.98854 -1.07401
C -0.70929 1.91806 0.86879
C -1.53604 0.70282 0.61751
C -0.87568 3.18018 0.04977
H -2.19271 4.90818 -0.06972
H 0.03624 3.78169 0.14598
H 2.90505 -3.18347 0.46712
H -0.50136 2.10749 1.92229
H -4.40884 -0.00202 -1.19250
H -2.26069 1.14704 -1.41283
H -3.98164 -0.50319 0.53862
H 3.75140 -1.58163 -1.17620
H -1.82941 0.14162 1.50268
H -0.96361 2.92498 -1.01137
H 1.35821 -0.51428 0.46600
H 2.95320 0.05618 -1.35323
H -3.01316 3.40496 0.39015
H 2.83679 -2.04593 1.81332
H -2.00476 4.26166 1.56725
H 0.58418 -3.59767 0.77705
H 0.50269 -2.55405 2.02621

Values from the calculation:
Frontier orbital gap = 8.6 eV
Energy above the lowest of the compared OMol25 structures with the same formula, charge and spin = 2.3728 eV
2S+1 = 1
Highest occupied orbital energy = -7.9486 eV

***

[2]
C9H17O2P as an isolated structure at a distorted geometry. Source: OMol25; level of theory: ωB97M-V with the def2-TZVPD basis set.

Geometry (Å):
P -2.11029 -0.36346 -0.15062
O 2.60260 -1.49958 0.70469
O -3.03112 0.37115 -1.07828
C -0.65697 2.07186 0.85150
C -1.21835 0.67176 1.18465
C 0.42429 -1.41279 0.02877
C -0.72629 -1.31060 -0.95173
C 1.72541 1.44992 -0.09180
C -2.76899 -1.75947 0.75974
C 2.00559 0.05774 -0.96088
C 0.34033 1.97297 -0.35171
C 1.70651 -1.04419 -0.16339
H -1.97620 -2.37933 1.16678
H 1.93956 1.28920 0.96367
H 0.08672 0.21646 1.56148
H -2.25452 0.71169 1.81682
H 0.20986 -1.75403 0.98325
H 2.62620 2.17405 -0.31150
H 0.52349 3.06292 -0.45142
H -1.15012 -2.24025 -1.16141
H -0.42701 -0.83261 -1.93535
H -3.62446 -1.45645 1.40606
H -3.12214 -2.37077 -0.15422
H 3.12763 0.11695 -1.24965
H 3.45269 -1.00376 0.71016
H -0.24001 2.41620 1.83111
H -0.21066 1.61415 -1.17010
H 1.39299 0.10550 -1.83921
H -1.36946 2.82737 0.48571

Values from the calculation:
Frontier orbital gap = 8.6 eV
Energy above the lowest of the compared OMol25 structures with the same formula, charge and spin = 1.0074 eV
2S+1 = 1
Highest occupied orbital energy = -8.0061 eV

***

[3]
C9H17PS as an isolated structure at a distorted geometry. Source: OMol25; level of theory: ωB97M-V with the def2-TZVPD basis set.

Geometry (Å):
S -2.79629 -0.15984 -1.17264
P -1.04977 0.06251 -0.41238
C -0.90174 2.51617 1.19121
C -1.84174 -2.40883 1.04859
C 1.02744 -0.29519 -1.51022
C 1.02877 2.04796 -0.34236
C 1.57181 -1.15911 -0.31976
C 1.50560 1.15921 -1.56295
C 0.48609 -2.22144 0.10591
C -0.67171 -1.49171 0.74098
C -0.47000 1.83399 -0.10971
H 1.62175 1.54744 0.50016
H -0.84233 3.55383 1.17548
H -0.22766 2.32048 2.04466
H 1.21887 1.55695 -2.61052
H -1.58980 -3.33008 0.47160
H 2.55848 1.31222 -1.54713
H 0.97289 -2.87135 0.80335
H -1.97642 -2.78357 2.03771
H 0.16882 -2.66567 -0.80225
H 1.25692 3.14653 -0.38132
H 2.53649 -1.63085 -0.51014
H 1.67840 -0.55179 0.54984
H -2.78416 -1.91905 0.78684
H -0.28549 -1.23808 1.70022
H -1.87977 2.29479 1.54220
H 0.78317 -0.80917 -2.43182
H -1.09862 2.18368 -0.98557

Values from the calculation:
Frontier orbital gap = 8.7 eV
Energy above the lowest of the compared OMol25 structures with the same formula, charge and spin = 0.7925 eV
2S+1 = 1
Highest occupied orbital energy = -7.8097 eV

***

[4]
C9H18Cl3FeO3 as an isolated structure at a distorted geometry. Source: OMol25; level of theory: ωB97M-V with the def2-TZVPD basis set.

Geometry (Å):
Fe 0.90322 0.65206 0.58882
Cl 1.50662 -1.72705 0.62671
Cl -0.42782 2.57700 0.18353
Cl 2.92034 1.54769 1.45893
O 1.49096 0.63739 -1.42469
O -0.83597 -0.40591 -0.31093
O 0.09320 0.33012 2.49762
C -0.22481 0.03531 3.61633
C -1.73184 -0.79724 -1.01269
C 1.07028 1.60123 -3.54566
C -1.33182 -0.89026 4.01761
C -2.30842 -2.13559 -0.84963
C -2.40431 0.13807 -2.03492
C 0.53678 0.48475 4.80182
C 1.87965 0.77103 -2.56966
C 3.10046 0.08454 -3.20019
H 3.34856 -0.86657 -2.72910
H -2.52870 -2.74192 -1.72824
H 0.60303 0.88508 -4.22161
H -3.19184 -2.33908 -0.24444
H 0.14479 1.39261 5.26032
H -1.87554 -1.07684 3.09150
H 2.87032 -0.09615 -4.25018
H -2.00036 0.01922 -3.04030
H 0.39252 2.23215 -2.97060
H -0.82298 -1.73404 4.48367
H -2.04694 -0.46054 4.71906
H -2.10447 1.12597 -1.68527
H 1.54154 0.77447 4.49421
H -3.48380 -0.01245 -2.04683
H 4.00677 0.68931 -3.16922
H 1.78363 2.19857 -4.11347
H -1.52546 -2.60355 -0.25289
H 0.65256 -0.28934 5.56043

Values from the calculation:
Frontier orbital gap (alpha / beta) = 10.6 / 4.5 eV
2S+1 = 7
Expectation value of S² = 12.02
Highest occupied orbital energy (alpha / beta) = -13.2861 / -12.8473 eV
Charge = +1

***

E_tot for the records above, in order: -1204.12688 -844.84291 -1092.61069 -3223.47813 a.u.